[1]
Below is a structure of composition C46H40N4O6PS2V, with properties calculated with ωB97M-V/def2-TZVPD.

Each line ends with the Mulliken spin population.
CARTESIAN COORDINATES (ANGSTROEM)
1 V -0.78312 0.09005 0.05058  2.0153
2 C 4.89524 5.65593 3.54432  0.0000
3 C 3.92639 4.53564 3.28226  0.0000
4 C 3.71248 4.05804 1.99237  0.0001
5 C 2.82570 3.02100 1.75453  -0.0010
6 C 2.13878 2.45791 2.81660  -0.0019
7 C 2.33268 2.91546 4.11077  0.0014
8 C 3.22653 3.94960 4.33482  0.0000
9 S 1.05004 1.09429 2.51447  0.0097
10 O 0.29511 0.90311 3.73417  -0.0014
11 O 1.85381 -0.01464 2.06010  -0.0016
12 N 0.12254 1.55422 1.26990  0.0190
13 C -0.52329 2.80308 1.34213  -0.0239
14 C -0.81963 3.47822 2.53333  -0.0100
15 C -1.49904 4.67828 2.46153  0.0022
16 C -1.88239 5.17911 1.22652  -0.0024
17 C -1.54667 4.43618 0.10904  0.0077
18 N -0.87421 3.29090 0.15286  -0.0037
19 H 5.28524 6.06686 2.61416  0.0000
20 H 5.74075 5.30657 4.13968  0.0000
21 H 4.41740 6.46438 4.09939  0.0000
22 H 4.24687 4.50350 1.16131  0.0000
23 H 2.65779 2.65386 0.75034  0.0034
24 H 1.78305 2.46154 4.92422  0.0000
25 H 3.38112 4.31191 5.34461  0.0000
26 H -0.54166 3.06252 3.49093  -0.0007
27 H -1.73988 5.21160 3.37268  0.0002
28 H -2.42545 6.10864 1.13115  -0.0001
29 H -1.82307 4.78259 -0.88222  0.0000
30 C -1.17104 1.78370 -3.87899  0.0012
31 C -1.41645 0.76559 -2.80184  0.0319
32 O -0.84727 0.98251 -1.70849  0.0156
33 C -2.23424 -0.38286 -3.03063  0.0308
34 C -2.88788 -0.55919 -4.27505  0.0012
35 C -3.65127 -1.66080 -4.53174  0.0031
36 C -3.78197 -2.64481 -3.52970  0.0048
37 C -3.14900 -2.52222 -2.32654  0.0008
38 C -2.34568 -1.39025 -2.03088  -0.0023
39 O -1.73253 -1.35470 -0.89619  -0.0451
40 H -0.56521 2.58650 -3.46660  -0.0004
41 H -2.11169 2.19137 -4.24924  -0.0001
42 H -0.65112 1.32078 -4.71965  0.0018
43 H -2.78377 0.20182 -5.03711  0.0007
44 H -4.15191 -1.77635 -5.48301  0.0004
45 H -4.39571 -3.51841 -3.71718  0.0000
46 H -3.24310 -3.27356 -1.55564  0.0011
47 O -0.79458 -2.78787 2.96767  0.0022
48 C -0.23862 -2.25711 2.00759  -0.0083
49 O -0.69357 -1.18406 1.48001  0.0199
50 C 1.03146 -2.87752 1.45080  -0.0035
51 C 1.46483 -4.03099 2.10026  0.0022
52 C 2.58995 -4.71820 1.68024  0.0001
53 C 3.29952 -4.26918 0.57717  0.0000
54 C 2.87735 -3.12862 -0.08343  -0.0010
55 C 1.76237 -2.40983 0.34914  0.0145
56 P 1.30782 -0.95230 -0.64130  -0.0358
57 C 2.74297 0.15115 -0.80863  -0.0300
58 C 3.99474 -0.09382 -0.25558  -0.0031
59 C 5.03109 0.80709 -0.45239  0.0007
60 C 4.82943 1.95533 -1.20566  -0.0010
61 C 3.57341 2.22370 -1.73048  0.0032
62 C 2.52846 1.33593 -1.51515  0.0155
63 C 1.09831 -1.69838 -2.30489  0.0097
64 C 1.50138 -1.07105 -3.48163  -0.0053
65 C 1.16658 -1.60856 -4.71819  0.0018
66 C 0.42550 -2.77708 -4.79562  -0.0026
67 C 0.03517 -3.41872 -3.62848  0.0017
68 C 0.36972 -2.88541 -2.39476  -0.0025
69 H 0.88758 -4.37224 2.94771  -0.0001
70 H 2.90674 -5.60852 2.20794  0.0000
71 H 4.17180 -4.80548 0.22650  0.0000
72 H 3.41681 -2.79200 -0.96131  -0.0006
73 H 4.15680 -0.97367 0.35222  -0.0003
74 H 5.99934 0.61190 -0.00986  0.0000
75 H 5.64444 2.65022 -1.36365  -0.0001
76 H 3.39669 3.13561 -2.28680  0.0000
77 H 1.53386 1.57913 -1.87228  0.0014
78 H 2.08918 -0.16534 -3.44615  -0.0010
79 H 1.49315 -1.11054 -5.62282  0.0000
80 H 0.15679 -3.18991 -5.75943  -0.0001
81 H -0.54472 -4.33130 -3.67617  0.0000
82 H 0.03857 -3.38329 -1.49156  -0.0018
83 N -2.49631 0.35914 3.31956  -0.0023
84 C -3.06352 -0.14279 2.21925  -0.0035
85 S -3.25203 0.85874 0.84434  -0.0225
86 N -3.43104 -1.43085 2.31577  -0.0014
87 C -4.11657 -2.24367 1.39214  0.0017
88 C -3.82259 -3.60494 1.41532  -0.0033
89 C -4.54431 -4.48572 0.62653  0.0001
90 C -5.54274 -4.01289 -0.21468  0.0000
91 C -5.81394 -2.65231 -0.24904  -0.0004
92 C -5.11930 -1.76465 0.55937  0.0025
93 H -1.98952 1.22341 3.20702  -0.0017
94 H -2.08385 -0.27938 3.98841  -0.0004
95 H -2.89206 -1.95648 3.00199  -0.0012
96 H -3.03175 -3.96378 2.06480  -0.0001
97 H -4.31728 -5.54371 0.66496  0.0000
98 H -6.10486 -4.69800 -0.83576  -0.0001
99 H -6.58935 -2.27111 -0.90121  0.0001
100 H -5.35259 -0.70955 0.54214  -0.0010

Values from the calculation:
Multiplicity: 3
HOMO level (alpha / beta) in hartree: -0.288 / -0.292
Orbital gap (alpha / beta) in eV: 7.825 / 7.725

[2]
Below is a cluster of 2 separate species, CH4N2 in total in a non-equilibrium geometry, with properties calculated with ωB97M-V/def2-TZVPD.

Each line ends with the natural charge from an NBO analysis.
CARTESIAN COORDINATES (ANGSTROEM)
1 C 0.43559 0.09950 -0.55391  0.3048
2 N 1.39750 -0.76205 0.04553  -0.5765
3 N 1.41251 0.71985 0.14709  -0.4975
4 H -2.54999 0.36687 -0.54318  0.0048
5 H -3.14894 0.02318 -0.84449  -0.0094
6 H 1.14093 -1.50075 0.65155  0.3880
7 H 1.31241 1.05341 1.09740  0.3859

Values from the calculation:
HOMO level in hartree: -0.358
Orbital gap in eV: 10.221